This record from OMol25 describes a 9-piece molecular cluster, H18O9 overall at a distorted geometry. The level of theory is ωB97M-V/def2-TZVPD.

Geometry (Å):
1 O 19.0624 -9.2208 4.0899
2 H 18.3256 -9.7873 3.8191
3 H 19.1588 -9.4515 5.0109
4 O 16.5383 -5.2114 2.8622
5 H 16.7453 -5.1396 3.7766
6 H 15.8741 -4.5705 2.8344
7 O 21.6698 -7.1013 6.1770
8 H 21.1201 -7.5010 6.9217
9 H 20.9871 -6.8811 5.5186
10 O 17.4514 -7.4842 1.8613
11 H 16.6827 -8.0222 1.9366
12 H 17.1121 -6.6631 2.2932
13 O 22.4147 -9.3354 4.6211
14 H 22.0222 -8.5586 4.1099
15 H 22.5551 -9.0423 5.5078
16 O 21.7714 -7.3872 1.9663
17 H 21.2207 -6.7563 1.5239
18 H 22.3612 -6.8859 2.5967
19 O 19.7159 -6.5407 4.4651
20 H 19.5120 -7.1859 3.8271
21 H 18.8707 -6.2454 4.7625
22 O 19.5231 -4.2716 2.8689
23 H 19.6003 -4.9749 3.4311
24 H 19.3104 -4.7506 2.0329
25 O 17.3696 -5.6267 5.3321
26 H 17.5420 -4.9480 5.9284
27 H 16.7520 -6.2906 5.5933

Calculated values
- F_max (eV/A) = 4.343
- M (g mol⁻¹) = 162.135
- energy relative to the best compared isomer or geometry (same formula, charge and spin) (eV) = 2.888
- SMILES = O.O.O.O.O.O.O.O.O
- total charge = 0
- Kohn-Sham gap (eV) = 9.875
- LUMO (eV) = -0.41